Below is a structure of composition C28H62F6NO28S2Tl in a non-equilibrium geometry, with properties calculated with ωB97M-V/def2-TZVPD.

Element x y z (Å)
Tl: -2.7509 1.1750 -2.9150
S: 0.3666 1.5821 -1.0795
S: -0.2452 -0.8698 -0.1229
F: 3.0311 1.9287 -1.4244
F: -2.6759 -0.5848 1.2221
F: -1.0095 -1.4489 2.3325
F: -1.0510 0.6413 1.9069
F: 1.8870 1.8603 -3.2209
F: 2.2517 -0.0092 -2.1438
O: 0.3476 5.7263 3.0631
O: 6.6920 4.2910 -1.4530
O: -4.8685 -0.1490 5.4365
O: 3.4201 -3.8617 -2.3336
O: -4.9556 2.7203 -1.7541
O: -5.5348 -0.0652 -2.3682
O: -2.8071 2.2906 0.0865
O: 5.1472 -2.3571 -4.0136
O: 3.0133 -1.6229 -6.5738
O: 2.3282 -5.1343 -0.0707
O: -5.1890 -3.1711 4.2886
O: 2.8793 -5.4052 2.8122
O: 1.7269 -3.9661 -5.6655
O: 0.7740 1.9686 0.2619
O: -6.4194 -2.9985 1.5369
O: 5.2030 2.0987 2.7560
O: -0.7337 -2.1398 -0.6326
O: 1.9433 -3.0161 1.7388
O: 5.7969 0.0828 -5.3222
O: -3.6384 1.7713 3.8696
O: -0.1141 0.8835 -4.2975
O: -1.2942 3.9919 1.5752
O: 1.1288 -0.8439 0.3456
O: -0.3279 2.6265 -1.7870
O: 6.9967 1.2153 -1.1232
O: -1.3819 -1.3879 -3.6028
O: 2.4668 1.0170 1.9419
O: -3.3598 -1.3984 -1.5132
N: -0.6617 0.2484 -1.1602
C: -4.5543 -2.6051 3.1447
C: 2.5613 -3.2190 -1.3955
C: 4.9828 0.0883 -4.1533
C: 1.6884 -4.8004 3.3239
C: 6.3155 2.1619 -0.3325
C: 3.9521 2.7386 2.8871
C: 1.7485 -3.3134 3.0988
C: -4.9817 1.3629 3.5530
C: 4.9438 -1.1589 -3.3115
C: -5.7098 -2.0379 2.3482
C: 1.3820 -2.8315 -5.3206
C: 2.8317 1.7389 3.1079
C: 0.1221 -2.7247 -4.7316
C: -5.7048 -1.0230 -1.3225
C: -0.4139 4.9208 0.9455
C: 1.5495 -4.2420 -0.8627
C: 1.6808 -0.3229 -5.3257
C: -5.7072 0.7515 4.7642
C: -5.1664 2.5254 -0.3518
C: -4.5990 -2.0084 -1.3112
C: 2.0769 -1.6017 -5.7824
C: -3.9319 3.0901 0.3473
C: 0.4195 -0.1451 -4.6387
C: 2.0290 1.2900 -2.0015
C: -0.1704 6.1216 1.7913
C: 5.7504 3.2282 -1.2645
C: -0.4109 -1.4576 -4.3230
C: -1.3754 -0.5507 1.4136
H: -5.1594 1.4491 -0.1663
H: 5.9630 1.0075 -5.5245
H: 0.5374 4.3984 0.7803
H: -0.9678 3.9003 2.4807
H: 1.5128 -5.0889 4.3569
H: 4.7568 -3.0360 -3.4355
H: 1.7189 1.4300 1.4910
H: -5.9407 -0.5567 -0.3588
H: 2.5985 -2.8797 3.6500
H: 2.0232 -2.4643 -1.9793
H: 3.0440 -4.9728 1.9630
H: 4.0033 3.4103 3.7541
H: 3.7144 3.4546 2.0857
H: -4.7480 -2.8862 -1.9491
H: 3.8507 -4.6231 -1.9267
H: -2.0733 2.5913 0.6569
H: -5.5892 2.1084 3.0494
H: -6.0410 1.6414 5.3165
H: -1.0776 6.6803 2.0296
H: -3.8775 -3.2931 2.6349
H: 2.2017 0.5725 -5.6360
H: -5.3680 -1.2702 1.6495
H: 0.8565 -5.2102 2.7360
H: -3.8062 4.1243 0.0093
H: 6.9738 4.1835 -2.3661
H: 5.7218 -1.0513 -2.5438
H: -5.5316 3.4099 -2.0916
H: 1.0771 -4.7222 -1.7219
H: 4.8379 3.5942 -0.7884
H: -4.6796 0.5997 2.8288
H: 5.5120 1.6654 0.2227
H: -2.7116 -1.9194 -1.9874
H: 5.4402 2.7685 -2.2032
H: 2.0417 -6.0414 -0.2057
H: -4.0694 3.1568 1.4318
H: -3.2410 1.2077 4.5398
H: 4.9811 1.2852 2.2825
H: 5.2577 0.8961 -3.4637
H: 0.9149 -2.7876 3.5864
H: 6.8892 2.6922 0.4337
H: -4.5549 -2.4873 -0.3209
H: -0.4074 -3.6270 -4.4550
H: 0.7795 -3.6792 -0.3281
H: 3.9612 -1.1751 -2.8307
H: -6.6425 -1.5449 -1.5573
H: -5.2929 -0.7398 6.0599
H: -7.0363 -3.4319 2.1337
H: -6.6609 0.2679 4.5287
H: -6.5256 -1.6295 2.9488
H: -4.6762 -3.9113 4.6245
H: 2.0830 -2.0681 1.6438
H: 1.9653 2.1574 3.6303
H: 0.9894 6.3068 3.4732
H: 3.9905 0.3747 -4.5394
H: -6.4252 0.1768 -2.6285
H: 3.0577 -2.6656 -0.5964
H: -0.7748 5.1633 -0.0535
H: 7.3190 0.4340 -0.6713
H: 0.4405 6.8000 1.1871
H: -3.9235 -1.7622 3.4553
H: -6.1094 2.9646 -0.0295
H: 3.2066 0.9864 3.8110

Values from the calculation:
LUMO level	-4.84	eV
HOMO energy	-9.33	eV
energy above the lowest of the compared OMol25 structures with the same formula, charge and spin	0.00	kcal per mole
orbital gap	4.495	eV
net charge	0
2S+1	1